Molecular formula: C76H209N19O19
Method: DFT, ωB97M-V with the def2-TZVPD basis set

Summary:
Energy relative to the best compared isomer or geometry (same formula, charge and spin) ... 283.6 kJ/mol

Positions of all 323 atoms, in Å:
1 C 3.90 1.83 -1.45
2 C 5.30 1.78 -0.85
3 C 5.52 0.53 -0.03
4 O 4.77 0.59 1.14
5 C 4.78 -0.58 1.89
6 N 6.36 1.76 -1.89
7 H 3.75 2.87 -1.84
8 H 3.04 1.75 -0.77
9 H 3.78 1.16 -2.34
10 H 5.40 2.62 -0.10
11 H 6.58 0.54 0.34
12 H 5.33 -0.34 -0.62
13 H 5.79 -1.01 2.12
14 H 4.15 -1.29 1.34
15 H 4.44 -0.28 2.91
16 H 6.17 2.21 -2.76
17 H 7.28 2.01 -1.60
18 C 4.23 -2.13 -5.73
19 C 4.08 -0.85 -5.03
20 C 2.81 -0.12 -5.06
21 O 2.34 0.16 -6.37
22 C 1.34 -0.70 -6.82
23 N 4.36 -1.00 -3.55
24 H 5.30 -2.40 -5.72
25 H 3.88 -2.11 -6.78
26 H 3.74 -2.96 -5.21
27 H 4.79 -0.16 -5.43
28 H 3.03 0.84 -4.58
29 H 2.01 -0.58 -4.42
30 H 0.49 -0.52 -6.17
31 H 1.64 -1.79 -6.76
32 H 1.10 -0.41 -7.87
33 H 4.27 -1.95 -3.20
34 H 5.25 -0.64 -3.25
35 C -5.51 -9.03 2.36
36 C -4.57 -8.00 2.87
37 C -5.31 -6.60 2.90
38 O -5.66 -6.32 1.50
39 C -5.33 -5.04 1.14
40 N -4.23 -8.36 4.24
41 H -4.97 -9.94 2.09
42 H -6.00 -8.78 1.36
43 H -6.28 -9.24 3.06
44 H -3.62 -7.92 2.36
45 H -4.76 -5.82 3.43
46 H -6.26 -6.76 3.46
47 H -4.26 -4.84 1.32
48 H -5.83 -4.26 1.75
49 H -5.65 -4.84 0.12
50 H -4.18 -9.37 4.41
51 H -3.33 -8.03 4.58
52 C 2.59 3.69 1.29
53 C 3.34 5.01 1.49
54 C 2.52 6.03 2.29
55 O 1.47 6.32 1.49
56 C 0.52 7.26 2.02
57 N 4.61 4.92 2.24
58 H 1.88 3.81 0.54
59 H 2.01 3.51 2.21
60 H 3.36 2.94 1.22
61 H 3.59 5.38 0.53
62 H 3.11 6.94 2.51
63 H 2.20 5.60 3.25
64 H 0.99 8.26 2.09
65 H 0.06 6.95 2.96
66 H -0.29 7.33 1.27
67 H 4.50 4.43 3.15
68 H 5.31 4.33 1.81
69 C 9.11 2.71 3.70
70 C 7.64 2.28 3.68
71 C 6.83 2.86 4.83
72 O 5.66 2.09 4.78
73 C 4.71 2.66 5.65
74 N 7.05 2.67 2.41
75 H 9.73 2.23 4.47
76 H 9.22 3.81 3.78
77 H 9.53 2.45 2.72
78 H 7.58 1.21 3.76
79 H 6.67 3.94 4.63
80 H 7.30 2.76 5.82
81 H 3.89 1.96 5.64
82 H 4.43 3.68 5.39
83 H 5.08 2.67 6.66
84 H 6.12 2.36 2.50
85 H 7.57 2.20 1.70
86 C -1.50 2.54 4.40
87 C -2.19 2.84 3.09
88 C -1.19 3.54 2.14
89 O -1.81 3.81 0.90
90 C -0.79 4.25 -0.01
91 N -2.75 1.58 2.53
92 H -2.10 1.77 4.89
93 H -1.39 3.53 4.88
94 H -0.46 2.19 4.20
95 H -3.02 3.61 3.13
96 H -0.36 2.87 2.00
97 H -0.78 4.45 2.64
98 H -1.35 4.45 -0.93
99 H -0.01 3.44 -0.18
100 H -0.37 5.24 0.21
101 H -3.30 1.84 1.72
102 H -1.93 1.16 2.11
103 C 3.01 1.03 9.02
104 C 1.67 1.80 8.98
105 C 0.53 0.92 9.55
106 O 0.40 -0.25 8.71
107 C -0.76 -0.35 7.86
108 N 1.77 3.09 9.63
109 H 2.88 0.07 8.39
110 H 3.34 0.72 10.04
111 H 3.78 1.70 8.64
112 H 1.46 1.99 7.87
113 H -0.33 1.59 9.52
114 H 0.78 0.55 10.56
115 H -0.77 0.52 7.24
116 H -1.61 -0.39 8.49
117 H -0.70 -1.14 7.18
118 H 2.73 3.48 9.52
119 H 1.62 3.14 10.63
120 C 3.60 5.66 7.25
121 C 2.41 6.58 7.47
122 C 1.06 5.94 7.33
123 O 0.77 5.48 6.01
124 C 1.33 4.20 5.76
125 N 2.41 7.00 8.89
126 H 3.45 4.66 7.60
127 H 4.43 6.00 7.86
128 H 3.90 5.53 6.21
129 H 2.55 7.43 6.73
130 H 0.32 6.71 7.61
131 H 1.10 5.20 8.17
132 H 2.42 4.22 5.49
133 H 0.90 3.83 4.85
134 H 1.10 3.42 6.51
135 H 3.31 6.79 9.28
136 H 2.27 7.97 8.94
137 C -3.68 -3.22 -2.12
138 C -4.85 -2.31 -2.32
139 C -4.47 -0.78 -2.16
140 O -3.82 -0.61 -0.92
141 C -4.64 -0.74 0.26
142 N -5.55 -2.56 -3.63
143 H -3.46 -3.36 -1.07
144 H -2.79 -2.87 -2.69
145 H -3.84 -4.26 -2.52
146 H -5.62 -2.51 -1.60
147 H -5.36 -0.11 -2.31
148 H -3.75 -0.45 -2.97
149 H -5.52 -0.07 0.27
150 H -4.00 -0.44 1.06
151 H -4.94 -1.79 0.47
152 H -4.89 -2.61 -4.35
153 H -6.03 -3.47 -3.60
154 C -1.75 -2.64 2.58
155 C -2.08 -1.87 3.89
156 C -3.53 -1.48 3.93
157 O -4.33 -2.66 3.86
158 C -5.58 -2.45 4.42
159 N -1.82 -2.63 5.15
160 H -0.72 -2.90 2.51
161 H -2.14 -2.10 1.74
162 H -2.23 -3.62 2.67
163 H -1.54 -0.94 3.92
164 H -3.66 -0.85 3.05
165 H -3.74 -0.84 4.86
166 H -6.13 -1.99 3.58
167 H -5.53 -1.90 5.40
168 H -5.97 -3.46 4.54
169 H -2.68 -3.08 5.35
170 H -1.16 -3.36 5.06
171 C 3.23 -5.53 -4.11
172 C 2.04 -5.47 -3.20
173 C 1.89 -4.05 -2.72
174 O 3.05 -3.48 -2.14
175 C 3.30 -3.87 -0.80
176 N 0.81 -5.91 -3.93
177 H 2.93 -5.10 -5.09
178 H 3.41 -6.57 -4.36
179 H 4.15 -5.16 -3.74
180 H 2.25 -6.05 -2.33
181 H 1.06 -3.96 -2.04
182 H 1.66 -3.41 -3.57
183 H 3.86 -3.01 -0.38
184 H 3.96 -4.75 -0.76
185 H 2.35 -4.05 -0.21
186 H -0.03 -5.82 -3.33
187 H 0.85 -6.75 -4.51
188 C 2.49 4.09 -7.04
189 C 3.96 3.94 -6.54
190 C 3.89 4.07 -5.09
191 O 3.51 5.34 -4.71
192 C 3.51 5.66 -3.31
193 N 4.63 2.71 -6.86
194 H 1.96 3.26 -6.53
195 H 2.34 4.04 -8.13
196 H 2.07 5.04 -6.73
197 H 4.62 4.79 -6.86
198 H 4.86 3.90 -4.63
199 H 3.09 3.41 -4.65
200 H 3.03 6.63 -3.25
201 H 4.49 5.67 -2.82
202 H 2.86 4.99 -2.71
203 H 3.97 1.94 -7.02
204 H 5.25 2.82 -7.68
205 C -3.71 6.46 -0.97
206 C -4.87 5.68 -1.59
207 C -4.67 4.22 -1.31
208 O -3.52 3.82 -2.11
209 C -3.51 2.42 -2.10
210 N -6.10 6.24 -1.07
211 H -2.74 6.09 -1.28
212 H -3.77 6.44 0.12
213 H -3.80 7.47 -1.33
214 H -4.80 5.90 -2.66
215 H -5.51 3.57 -1.60
216 H -4.41 4.09 -0.26
217 H -4.46 2.00 -2.40
218 H -3.25 1.93 -1.17
219 H -2.74 2.11 -2.77
220 H -6.86 5.80 -1.58
221 H -6.24 6.01 -0.09
222 C 2.53 -0.62 5.22
223 C 1.77 -1.90 5.36
224 C 2.29 -2.79 4.24
225 O 1.36 -3.85 3.95
226 C 1.84 -4.91 3.15
227 N 1.94 -2.56 6.65
228 H 2.33 -0.02 6.08
229 H 2.12 -0.10 4.32
230 H 3.63 -0.65 5.13
231 H 0.71 -1.69 5.20
232 H 3.30 -3.23 4.38
233 H 2.45 -2.25 3.22
234 H 0.96 -5.53 3.01
235 H 2.55 -5.52 3.77
236 H 2.22 -4.58 2.19
237 H 1.56 -3.47 6.56
238 H 1.62 -2.07 7.46
239 C -2.84 3.26 -7.03
240 C -1.79 2.35 -6.38
241 C -1.12 3.05 -5.17
242 O -0.24 2.17 -4.59
243 C 0.37 2.63 -3.43
244 N -2.30 1.01 -5.97
245 H -2.37 4.08 -7.57
246 H -3.42 3.70 -6.20
247 H -3.49 2.62 -7.67
248 H -1.04 2.10 -7.09
249 H -1.86 3.40 -4.44
250 H -0.50 3.95 -5.53
251 H 0.99 1.81 -3.08
252 H -0.35 2.94 -2.64
253 H 0.97 3.54 -3.74
254 H -1.55 0.57 -5.49
255 H -3.08 1.08 -5.29
256 C -0.47 -0.86 -2.66
257 C 0.10 -1.01 -1.27
258 C -0.24 0.31 -0.60
259 O -0.37 0.18 0.79
260 C 0.79 -0.18 1.43
261 N -0.53 -2.17 -0.64
262 H -0.41 0.15 -3.01
263 H -1.54 -1.08 -2.60
264 H -0.04 -1.48 -3.44
265 H 1.19 -1.19 -1.27
266 H -1.21 0.72 -0.92
267 H 0.48 1.16 -0.88
268 H 1.22 -1.11 1.04
269 H 0.56 -0.34 2.52
270 H 1.63 0.51 1.33
271 H -0.27 -2.13 0.35
272 H -1.52 -1.98 -0.75
273 C -7.30 -0.48 -6.79
274 C -6.49 0.79 -6.55
275 C -5.91 0.75 -5.17
276 O -5.04 1.84 -4.94
277 C -5.72 3.06 -4.64
278 N -5.46 0.78 -7.60
279 H -7.95 -0.76 -5.92
280 H -6.64 -1.37 -6.83
281 H -7.94 -0.30 -7.68
282 H -7.11 1.74 -6.70
283 H -5.31 -0.14 -5.04
284 H -6.64 0.74 -4.37
285 H -5.06 3.90 -4.61
286 H -6.10 3.06 -3.59
287 H -6.58 3.10 -5.34
288 H -4.93 1.60 -7.56
289 H -4.90 -0.08 -7.47
290 C -3.75 -3.90 -8.24
291 C -3.44 -2.90 -7.12
292 C -2.67 -3.55 -5.97
293 O -3.43 -4.59 -5.38
294 C -2.53 -5.51 -4.79
295 N -2.82 -1.69 -7.67
296 H -4.38 -4.67 -7.85
297 H -2.85 -4.29 -8.71
298 H -4.29 -3.43 -9.12
299 H -4.41 -2.57 -6.71
300 H -2.38 -2.74 -5.31
301 H -1.69 -3.93 -6.31
302 H -2.12 -6.05 -5.63
303 H -3.14 -6.25 -4.22
304 H -1.70 -5.02 -4.23
305 H -2.52 -0.93 -7.00
306 H -1.88 -1.90 -8.08
307 C -1.60 -8.03 -0.22
308 C -0.82 -6.68 -0.03
309 C 0.71 -6.92 0.10
310 O 1.13 -7.56 1.25
311 C 2.50 -7.94 1.35
312 N -0.96 -5.74 -1.10
313 H -2.57 -7.83 -0.73
314 H -1.73 -8.49 0.75
315 H -1.04 -8.64 -0.95
316 H -1.09 -6.21 0.92
317 H 1.27 -5.95 -0.08
318 H 0.99 -7.56 -0.79
319 H 3.26 -7.11 1.23
320 H 2.76 -8.65 0.56
321 H 2.54 -8.38 2.30
322 H -1.90 -5.67 -1.54
323 H -0.75 -4.81 -0.76

Atomic partial charges in e from the Löwdin method, atoms 1 to 6: C -0.051; C -0.409; C -0.245; O -0.214; C -0.105; N 0.062

Molecular formula: C77H67AlO24P
Method: DFT, ωB97M-V with the def2-TZVPD basis set

Summary:
Total charge ... -1

Positions of all 170 atoms, in Å:
1 C -0.05 -3.74 -0.98
2 C 0.19 -2.46 -0.68
3 C 0.12 -0.85 -0.44
4 C -1.02 -0.59 0.68
5 C -2.26 0.33 0.20
6 Al -3.14 -0.22 -1.56
7 O -2.20 -1.48 -2.57
8 C -3.32 1.54 -2.67
9 C -3.94 1.14 -4.12
10 C -4.24 2.58 -1.82
11 C -3.36 3.72 -1.04
12 C -3.95 4.02 0.47
13 P -5.31 -1.13 -1.27
14 C -5.55 -1.67 0.57
15 O -6.52 0.09 -1.69
16 H -0.49 -4.78 -1.23
17 H -0.16 -0.31 -1.44
18 H 1.18 -0.50 -0.15
19 H -0.48 -0.04 1.56
20 H -1.35 -1.63 1.10
21 H -1.93 1.45 0.13
22 H -3.03 0.31 1.08
23 H -1.69 -0.99 -3.25
24 H -2.26 2.01 -2.80
25 H -4.76 0.34 -3.90
26 H -4.40 2.11 -4.58
27 H -3.18 0.71 -4.87
28 H -5.02 3.07 -2.52
29 H -4.76 1.97 -0.97
30 H -3.47 4.71 -1.62
31 H -2.23 3.43 -1.01
32 H -3.37 3.37 1.25
33 H -3.86 5.14 0.76
34 H -5.07 3.71 0.51
35 H -4.60 -1.38 1.17
36 H -6.51 -1.15 0.94
37 H -5.62 -2.83 0.53
38 H -7.04 -0.28 -2.46
39 C 3.26 2.54 -2.75
40 C 2.13 1.88 -2.99
41 C 0.82 2.56 -3.00
42 O -0.21 1.96 -3.21
43 C 0.81 4.01 -2.73
44 C 1.94 4.68 -2.48
45 C 3.25 4.00 -2.48
46 O 4.28 4.61 -2.26
47 H 4.22 2.06 -2.74
48 H 2.12 0.81 -3.19
49 H -0.16 4.50 -2.74
50 H 1.95 5.75 -2.28
51 C -0.98 9.25 -2.45
52 C -1.63 8.26 -3.07
53 C -1.91 6.98 -2.38
54 O -2.50 6.07 -2.95
55 C -1.45 6.83 -0.99
56 C -0.80 7.82 -0.37
57 C -0.52 9.10 -1.05
58 O 0.07 10.01 -0.49
59 H -0.77 10.19 -2.93
60 H -1.98 8.35 -4.09
61 H -1.66 5.89 -0.50
62 H -0.45 7.73 0.65
63 C -3.28 -5.37 -4.49
64 C -2.22 -5.58 -3.70
65 C -1.92 -6.91 -3.14
66 O -0.96 -7.10 -2.42
67 C -2.84 -8.02 -3.50
68 C -3.90 -7.82 -4.28
69 C -4.20 -6.48 -4.84
70 O -5.16 -6.30 -5.56
71 H -3.51 -4.40 -4.90
72 H -1.54 -4.78 -3.43
73 H -2.60 -8.99 -3.08
74 H -4.58 -8.61 -4.55
75 C 2.43 7.04 -7.58
76 C 1.99 8.04 -6.81
77 C 0.97 7.80 -5.77
78 O 0.57 8.71 -5.06
79 C 0.46 6.43 -5.61
80 C 0.90 5.43 -6.39
81 C 1.92 5.66 -7.43
82 O 2.33 4.76 -8.13
83 H 3.18 7.20 -8.35
84 H 2.36 9.05 -6.91
85 H -0.29 6.27 -4.84
86 H 0.54 4.42 -6.28
87 C 5.61 10.55 1.98
88 C 4.70 9.91 2.73
89 C 3.42 9.44 2.14
90 O 2.59 8.86 2.82
91 C 3.19 9.71 0.71
92 C 4.10 10.35 -0.03
93 C 5.37 10.81 0.55
94 O 6.21 11.39 -0.13
95 H 6.54 10.90 2.39
96 H 4.85 9.71 3.78
97 H 2.25 9.36 0.30
98 H 3.95 10.55 -1.09
99 C -1.64 -6.00 1.13
100 C -0.90 -6.78 1.91
101 C -1.06 -6.78 3.38
102 O -0.38 -7.49 4.10
103 C -2.09 -5.87 3.95
104 C -2.83 -5.09 3.16
105 C -2.67 -5.10 1.69
106 O -3.35 -4.39 0.98
107 H -1.53 -5.99 0.05
108 H -0.14 -7.45 1.51
109 H -2.20 -5.89 5.02
110 H -3.59 -4.43 3.56
111 C 3.77 -8.94 0.23
112 C 4.51 -9.72 1.02
113 C 4.34 -9.71 2.48
114 O 5.02 -10.42 3.20
115 C 3.31 -8.81 3.05
116 C 2.57 -8.03 2.26
117 C 2.74 -8.03 0.79
118 O 2.06 -7.32 0.08
119 H 3.88 -8.93 -0.85
120 H 5.27 -10.38 0.62
121 H 3.20 -8.82 4.12
122 H 1.82 -7.36 2.66
123 C -5.84 -1.40 -8.93
124 C -5.82 -1.65 -7.62
125 C -5.73 -0.56 -6.63
126 O -5.72 -0.80 -5.44
127 C -5.66 0.82 -7.14
128 C -5.68 1.08 -8.45
129 C -5.77 -0.01 -9.45
130 O -5.78 0.22 -10.64
131 H -5.90 -2.18 -9.68
132 H -5.88 -2.66 -7.23
133 H -5.60 1.61 -6.40
134 H -5.62 2.08 -8.85
135 C 1.77 -8.46 8.62
136 C 0.87 -9.10 9.36
137 C -0.42 -9.55 8.78
138 O -1.24 -10.14 9.46
139 C -0.65 -9.28 7.35
140 C 0.25 -8.64 6.61
141 C 1.53 -8.19 7.18
142 O 2.36 -7.61 6.50
143 H 2.71 -8.11 9.02
144 H 1.02 -9.30 10.41
145 H -1.60 -9.63 6.94
146 H 0.10 -8.44 5.55
147 C 7.41 4.62 0.10
148 C 6.22 5.22 0.14
149 C 5.83 6.09 1.27
150 O 4.75 6.64 1.30
151 C 6.82 6.28 2.35
152 C 8.01 5.68 2.31
153 C 8.40 4.80 1.19
154 O 9.49 4.26 1.15
155 H 7.71 3.97 -0.72
156 H 5.48 5.09 -0.65
157 H 6.52 6.92 3.17
158 H 8.75 5.80 3.10
159 C 2.10 -3.95 10.45
160 C 2.35 -5.26 10.35
161 C 2.95 -6.01 11.47
162 O 3.18 -7.21 11.38
163 C 3.26 -5.27 12.71
164 C 3.01 -3.96 12.81
165 C 2.41 -3.20 11.69
166 O 2.18 -2.01 11.78
167 H 1.67 -3.38 9.64
168 H 2.13 -5.82 9.45
169 H 3.70 -5.84 13.52
170 H 3.23 -3.40 13.71

Atomic partial charges in e from the Löwdin method, atoms 1 to 6: C 0.050; C -0.092; C -0.206; C -0.283; C -0.250; Al 0.087

| no. | calculated total energy (Eh) | Kohn-Sham gap (eV) |
| --- | --- | --- |
| 1 | -5490.46132 | 9.00 |
| 2 | -5363.41310 | 2.89 |